Record 1
60
Properties=species:S:1:pos:R:3:forces:R:3:mulliken_charge:R:1 method="wB97M-V/def2-TZVPD" lumo_energy_ev=0.39 charge=0 smiles="CCC(=O)N1CCc2cc(S(=O)(=O)NCCC(=O)NC3CCCCCC3)ccc21" orbital_gap_ev=8.79
H 2.741 -0.060 0.575 0.0525 0.0014 -0.0811 0.440
C -3.036 2.397 -0.706 -0.0124 0.1030 0.0304 -0.385
C -5.735 -3.874 -1.009 0.1275 0.1054 0.1273 -1.404
H 3.684 -3.490 -0.489 -0.0526 -0.0534 0.0410 0.345
H 3.993 -1.662 1.899 -0.0029 -0.0082 0.0978 0.320
H 2.202 -1.679 -1.490 0.0648 0.0219 -0.0402 0.422
C 4.545 0.572 -0.450 -0.0688 0.0263 0.4094 -0.843
N 2.247 0.767 -1.217 0.2975 -0.1401 -0.1727 -0.234
H 4.986 0.433 -1.441 -0.0061 0.0286 -0.0845 0.320
H 2.452 -2.788 0.551 -0.0416 -0.0718 -0.0484 0.330
H -1.286 -0.787 2.386 -0.0172 -0.0443 0.0386 0.239
H 6.525 -1.742 1.221 0.0354 -0.0366 -0.0794 0.333
C 0.396 2.263 -1.656 0.0541 0.1604 0.2762 0.098
H 5.129 0.307 1.600 0.0293 0.0338 0.0644 0.357
H -5.237 -3.915 -1.974 -0.0318 -0.0238 -0.0840 0.320
H 0.543 3.410 0.759 0.0254 -0.0757 0.1904 0.341
O 0.882 1.311 0.489 -0.0856 -0.0013 0.5524 -0.756
H -4.218 0.818 -1.574 -0.0020 0.0163 -0.0024 0.527
C 1.182 1.399 -0.690 -0.1145 0.0954 -0.7481 0.468
C -1.951 1.907 1.399 -0.1879 -0.1974 -0.0006 -0.718
H -3.914 -3.755 0.142 0.0089 0.0386 0.1327 0.256
H 1.615 4.039 -1.408 -0.1339 0.0340 -0.0193 0.354
H -1.328 2.237 2.214 0.1084 -0.0435 0.1694 0.420
H -2.636 -2.510 1.537 -0.0838 0.0696 0.0788 0.390
O -4.873 -1.307 -1.480 -0.1262 0.0547 -0.2344 -0.650
H -0.058 4.373 -1.915 0.2541 -0.0747 -0.1329 0.428
C -4.839 -3.187 0.014 -0.2213 -0.0519 -0.3472 -0.280
C -3.298 0.249 0.280 0.2084 0.5132 -0.0179 -0.273
H 5.922 -1.831 -0.427 0.1134 -0.0570 -0.0951 0.359
C 0.567 3.748 -1.273 0.0477 -0.1800 -0.6048 -1.057
C 4.448 -2.253 1.101 0.0683 -0.1693 -0.1778 -0.626
S -1.436 4.372 0.357 0.3336 0.0406 0.1521 1.404
H 4.768 -3.196 1.550 -0.0481 0.0371 0.0898 0.383
H 0.727 2.116 -2.685 -0.0199 -0.0165 -0.0308 0.437
C -3.211 -1.597 1.716 -0.0155 -0.4773 0.3942 -0.827
H 4.436 1.647 -0.283 -0.0063 -0.0004 -0.0653 0.314
C 3.394 -2.579 0.039 0.0787 0.0701 0.0002 -0.759
C -2.231 2.770 0.351 0.1923 0.7248 -0.0266 -0.079
H 2.468 0.888 -2.193 -0.1627 0.0679 0.0307 0.348
H -4.048 -1.845 2.376 0.1210 -0.0260 -0.0388 0.339
C -3.589 1.124 -0.757 -0.0735 -0.0254 -0.1545 -0.975
C -4.494 -1.775 -0.428 0.0804 -0.2743 0.2889 0.600
C 5.674 -1.499 0.582 -0.0342 0.0929 0.3383 -0.725
H 3.931 -1.550 -1.782 0.0064 0.0131 -0.0887 0.330
H -5.341 -3.143 0.983 0.1208 -0.0126 0.0715 0.265
H -0.658 1.993 -1.578 0.1072 -0.0904 -0.0623 -0.114
C 3.151 -0.063 -0.438 0.0509 0.0216 -0.1209 -0.038
N 0.182 4.063 0.076 -0.9038 0.4524 0.4938 -0.274
C 3.164 -1.487 -1.008 -0.1530 -0.0979 0.2321 -0.864
H -6.658 -3.315 -1.133 -0.0732 -0.0055 -0.0639 0.326
C -2.333 -0.488 2.321 0.0678 0.0325 0.0142 -0.767
H 6.466 0.493 0.470 -0.0127 0.0528 0.0757 0.375
C 5.492 0.018 0.611 0.0994 -0.0769 -0.3401 -0.724
C -2.491 0.644 1.353 -0.0970 0.0969 -0.1707 1.134
H -5.972 -4.885 -0.687 -0.0250 -0.0776 0.0161 0.415
O -1.518 4.917 1.679 0.0939 -0.3601 0.1181 -0.730
N -3.717 -1.070 0.451 0.0264 0.1067 -0.0655 0.206
H -2.664 -0.207 3.321 0.0147 -0.0609 0.0060 0.337
H -3.225 3.117 -1.487 -0.0668 0.0304 -0.1294 0.530
O -1.914 5.150 -0.750 -0.0089 -0.3114 -0.2017 -0.707


Record 2
57
Properties=species:S:1:pos:R:3:forces:R:3:lowdin_spin:R:1 method="wB97M-V/def2-TZVPD" multiplicity=5 lumo_energy_ev="0.62 / -1.76" charge=0 orbital_gap_ev="7.19 / 5.97" s2=6.07
C -0.458 4.757 -0.764 1.2747 0.8623 -0.4836 0.155
N -0.127 2.530 -0.612 -0.1405 -0.6473 0.0824 0.107
C -3.491 -0.114 2.312 0.1054 -0.0808 -0.2693 0.159
N 1.112 -3.915 0.101 -0.0019 -0.4697 0.0137 0.006
Pt -0.279 0.232 -0.034 0.2842 -0.4776 0.3345 1.099
C -2.162 0.418 2.523 -1.2585 0.0409 1.3410 0.107
H -1.915 -1.968 1.162 0.0274 -0.1132 -0.0425 0.006
H 2.534 -1.247 -0.622 0.0258 -0.0626 0.0586 0.002
C -3.820 -0.952 1.100 0.0276 -0.1090 -0.1725 0.015
O 0.587 -1.983 1.110 -0.0870 -0.0795 0.2051 0.078
H -0.132 -1.501 -2.090 0.0433 0.2061 0.0494 0.013
H -2.574 -0.068 -0.455 -0.5426 -0.0536 -0.0482 0.012
C 0.625 -0.880 -1.584 0.0434 0.3748 -0.2090 0.067
H -0.522 3.218 3.390 -0.0418 0.2091 0.0139 0.000
C -3.640 -0.275 -0.257 0.2761 0.0552 0.0706 0.016
H 1.503 0.179 4.229 0.1581 0.0079 0.0600 0.001
C -1.042 3.504 -0.463 0.0361 -0.9726 0.0906 0.279
C 0.155 2.367 3.358 -0.0259 -0.0452 -0.0480 0.012
H -4.900 0.724 5.278 -0.0820 0.0140 0.0987 0.011
C -0.400 1.208 4.188 0.1457 0.0326 -0.0309 0.014
H -4.878 -1.237 1.183 0.1261 0.0629 0.0821 0.001
H -2.779 4.071 0.597 -0.0898 0.0833 0.0517 0.006
H -0.362 1.490 5.248 -0.0935 0.0097 -0.1253 0.000
H 1.444 -4.400 -0.714 0.0151 0.0868 0.0540 0.001
C 1.093 -2.569 0.162 0.1264 0.0500 -0.0939 0.015
H -2.479 2.317 0.514 -0.1073 -0.0128 -0.0188 0.004
C -1.835 0.894 3.852 0.2373 -0.0238 -0.1413 0.157
H 0.408 -0.379 2.961 0.1241 -0.0656 0.0381 0.003
H -3.195 -2.785 2.070 0.0225 -0.1106 0.0708 0.001
H 3.147 2.978 -1.150 0.0217 -0.0040 0.0080 0.002
H -3.181 -2.858 0.299 -0.0027 -0.1185 -0.0949 0.001
H 1.127 2.674 3.736 0.1085 0.0618 0.0872 0.001
C 1.031 3.115 -0.997 -0.2059 -0.9409 0.1364 0.293
C -2.824 0.996 4.800 -0.0454 0.0425 0.1021 -0.008
H -2.575 1.368 5.785 0.0765 0.0405 0.0473 -0.003
H 2.260 1.911 -2.244 -0.0368 -0.0414 0.0101 0.020
C -2.974 -2.228 1.161 -0.0479 0.0966 0.0487 0.014
H -0.956 5.704 -0.723 -0.1339 0.2650 0.0126 0.005
H 1.100 -0.272 -2.363 -0.0772 -0.1028 -0.0182 0.009
N -1.307 0.540 1.572 0.8990 0.2686 -1.3018 0.870
H -3.097 3.193 -0.896 -0.0574 -0.0260 -0.1080 0.019
C 1.691 -1.830 -1.002 -0.1473 0.2099 -0.1738 0.019
C -4.133 0.617 4.527 0.0219 -0.0229 -0.0288 0.170
H -4.197 0.656 -0.303 -0.1010 0.1811 -0.0802 0.000
H -5.434 -0.333 3.125 -0.0861 -0.0484 -0.0374 -0.003
C 2.269 2.340 -1.239 -0.0770 -0.0178 0.1806 0.052
C 0.854 4.509 -1.103 -0.8982 1.1958 0.1278 0.124
H -4.002 -0.939 -1.041 -0.0727 -0.0404 -0.0961 0.001
H 0.123 -0.850 4.637 0.0063 -0.1111 0.0737 0.001
H 2.079 -2.530 -1.751 0.0157 0.0012 0.0547 0.003
H 2.319 1.515 -0.521 0.0483 0.0436 -0.1404 0.009
C 0.464 -0.041 3.994 -0.0966 0.0523 -0.0092 0.012
C -4.434 0.038 3.301 -0.1464 0.0063 0.0710 -0.008
H 0.272 2.064 2.318 0.0422 0.0879 0.0586 0.001
C -2.434 3.255 -0.033 0.2218 -0.0976 0.1083 0.048
H 0.652 -4.446 0.823 0.0152 0.0842 -0.0068 0.000
H 1.611 5.217 -1.378 0.1270 0.1630 -0.0635 0.003


Record 3
60
Properties=species:S:1:pos:R:3:forces:R:3:mulliken_charge:R:1 method="wB97M-V/def2-TZVPD" lumo_energy_ev=0.63 charge=0 smiles="CCN1CCN(CCCNC(=O)CCc2nc(-c3ccc(OC)cc3)no2)CC1" orbital_gap_ev=9.12
H -5.586 3.066 0.847 0.0612 -0.0185 0.0652 0.246
H 1.335 -1.317 0.463 0.0179 0.0499 0.0259 0.257
H -7.160 -1.743 0.441 -0.1263 -0.0153 0.0508 0.443
N 3.836 -1.518 -0.609 -0.1821 0.0010 -0.4037 -0.105
C 0.247 2.128 -0.177 -0.5864 0.1099 0.0626 0.219
H 5.831 0.058 -0.576 0.0405 0.0007 0.0179 0.360
C -3.238 -2.772 0.709 0.0624 -0.2608 -0.1448 -0.517
N -3.819 -1.758 -0.150 0.0224 0.0701 0.0232 0.007
H -4.504 1.856 1.579 0.0169 0.0295 -0.0023 0.250
H 0.172 -3.154 -1.682 -0.0184 -0.0622 0.0518 0.302
C 1.389 -1.790 -0.518 0.0261 -0.3254 -0.0931 0.251
H 2.798 -2.990 -1.645 0.0169 -0.0484 0.0970 0.307
C -1.582 -1.277 -1.001 -0.0797 0.2758 0.1430 -0.229
C -0.474 2.429 -1.335 0.0275 -0.0271 0.2243 -0.399
C -0.408 2.104 1.049 0.2725 -0.0166 -0.3281 -0.574
H 3.886 -0.827 -1.342 0.1167 0.0055 0.1465 0.322
H 1.282 -1.013 -1.279 0.0237 0.0781 0.0162 0.264
H -4.976 -0.921 1.422 0.0305 0.0636 -0.0663 0.274
H 6.440 -0.422 1.026 -0.0493 -0.0471 -0.0886 0.376
H -5.314 -0.345 -0.226 0.0350 0.0239 0.0751 0.317
H 2.914 -3.189 0.123 -0.0322 -0.0040 -0.1522 0.449
C -2.483 2.659 -0.026 0.2284 -0.0049 -0.0322 0.685
C 1.661 1.842 -0.245 1.1465 -0.2030 -0.3520 -0.089
H -2.245 2.340 2.093 -0.0736 -0.0139 0.0627 0.437
O 4.555 -2.134 1.440 -0.0266 -0.1572 0.4806 -0.660
C -6.214 -2.234 0.226 0.1820 0.1994 0.0966 -1.392
H -2.975 -2.354 1.698 -0.0352 -0.0313 -0.0128 0.298
H -3.267 0.053 -1.011 -0.0044 0.0141 0.0472 0.569
H 5.518 1.884 1.096 -0.0330 -0.0234 0.0625 0.291
H 0.158 1.872 1.938 0.0272 -0.0241 0.0971 0.502
C 3.607 1.375 0.371 -0.5960 0.2325 0.0983 0.720
C -1.980 -3.342 0.065 -0.1423 -0.0043 0.2221 -0.818
H -3.959 -3.579 0.850 0.0244 -0.0019 0.0570 0.371
C 0.256 -2.809 -0.635 0.1552 0.2165 0.0949 -1.255
H -1.549 -4.099 0.725 -0.0110 -0.0092 -0.0434 0.423
C 4.607 -1.382 0.492 0.4673 0.2653 -0.4024 0.578
H -6.100 -3.068 0.912 -0.0499 -0.1088 0.0543 0.337
O 3.626 1.487 -0.969 0.7090 -0.0999 0.5845 -0.170
H -1.842 -1.697 -1.989 0.0357 0.0276 -0.0011 0.241
C -1.821 2.692 -1.258 -0.2146 0.0233 0.0825 -0.484
N 2.430 1.584 0.862 0.2619 -0.0934 0.3449 -0.496
H -2.256 -3.824 -0.890 0.0107 -0.0253 0.0461 0.327
H -6.239 -2.619 -0.790 -0.0347 -0.0509 -0.1114 0.341
C -4.556 2.852 1.128 -0.1337 -0.0177 0.2314 -0.804
H -4.216 3.600 1.850 0.0025 -0.0384 -0.0241 0.375
O -3.815 2.913 -0.068 0.2296 -0.0201 -0.2931 -0.451
C 4.847 1.022 1.100 0.2602 -0.0380 -0.1924 -0.513
N 2.352 1.788 -1.355 -1.1189 0.2459 -0.4274 -0.606
C -2.839 -0.710 -0.355 0.1670 0.0220 -0.1934 -0.850
H -2.553 -0.233 0.600 -0.0414 0.0085 -0.0705 0.236
C -5.072 -1.233 0.364 -0.1283 -0.1278 -0.1039 -0.302
H -2.396 2.925 -2.140 -0.0668 0.0244 -0.1152 0.448
H -0.866 -0.466 -1.140 -0.0110 0.0031 -0.0432 -0.025
C 5.548 -0.181 0.450 -0.1054 -0.1060 0.2362 -0.815
C 2.751 -2.470 -0.683 -0.2852 -0.0103 0.0674 -1.233
H 4.575 0.792 2.130 -0.0030 0.0646 -0.0722 0.289
N -1.003 -2.289 -0.137 -0.0480 -0.1354 -0.0274 0.142
C -1.762 2.367 1.129 -0.4336 0.1419 0.0254 -0.363
H 0.042 2.451 -2.282 0.0074 0.0184 -0.1371 0.493
H 0.513 -3.676 -0.019 -0.0141 -0.0449 -0.0567 0.402


We obtain ΔE to the lowest compared entry with this formula, charge and spin values of 0.428; 0.202; 2.502 eV for the records listed above, in that order.
We obtain energy values of -45777.1490; -32041.0717; -35872.8990 eV for the records listed above, in that order.